No. 1
A 2-piece molecular cluster, C5H8O overall. Source: the OMol25 dataset; level of theory: the ωB97M-V functional and the def2-TZVPD basis.

Summary:
HOMO-LUMO gap   8.5374 eV
Calculated total energy   -7355.924 eV
Lowest unoccupied orbital energy   0.376 eV
Energy relative to the best compared isomer or geometry (same formula, charge and spin)   610.9 kJ/mol
Multiplicity   1

Each line ends with the natural charge from an NBO analysis.
Atoms and positions in Å:
C: -0.9125 -1.1455 -0.0394  -0.079
C: -0.9492 0.3638 0.1838  -0.219
C: -0.2634 1.0077 1.2464  -0.299
C: 0.6314 0.7330 0.2207  -0.211
C: 1.3036 -0.5852 -0.0708  -0.085
O: 0.3806 -1.5920 0.2921  -0.509
H: -1.6177 -1.6925 0.5938  0.204
H: -1.1470 -1.3377 -1.0979  0.168
H: 0.0784 1.1878 -1.3330  -0.010
H: -1.6203 0.9327 -0.4831  0.229
H: -0.4924 1.9431 1.7380  0.215
H: 0.8431 1.5501 -0.6559  0.211
H: 2.1956 -0.7267 0.5440  0.210
H: 1.5696 -0.6386 -1.1386  0.175


No. 2
A 2-piece molecular cluster, C5H9N3O2 overall in a non-equilibrium geometry. Source: the OMol25 dataset; level of theory: the ωB97M-V functional and the def2-TZVPD basis.

Summary:
HOMO-LUMO gap   8.9682 eV
Calculated total energy   -13890.092 eV
Lowest unoccupied orbital energy   -0.785 eV
Energy relative to the best compared isomer or geometry (same formula, charge and spin)   626.1 kJ/mol
Multiplicity   1

Each line ends with the natural charge from an NBO analysis.
Atoms and positions in Å:
C: 0.3244 1.9934 0.6431  0.213
C: -0.3200 -2.2542 1.8590  -0.601
C: -0.6417 -0.8226 1.5737  -0.415
C: -0.1115 -0.4996 0.2159  -0.456
C: -0.3340 0.9618 -0.0762  -0.083
N: 0.9271 2.7844 1.2201  -0.230
N: 0.8489 2.1144 -2.2347  0.013
N: 0.2053 1.0924 -1.9894  0.284
O: -0.0186 0.1287 -2.6844  -0.488
O: 1.4227 2.3570 -3.4506  -0.514
H: 0.7401 -2.5230 1.7040  0.204
H: -0.9256 -2.9344 1.3271  0.210
H: -0.3114 -2.3357 2.9582  0.217
H: -1.7887 -0.8297 1.5200  0.217
H: -0.1467 -0.2557 2.3796  0.221
H: -0.6885 -1.0557 -0.5662  0.249
H: 0.9544 -0.8922 -0.0257  0.243
H: -1.3184 1.3017 -0.2996  0.244
H: 1.1824 1.6693 -4.0740  0.470


No. 3
One molecule with the formula C11H14N4O6. Source: the OMol25 dataset; level of theory: the ωB97M-V functional and the def2-TZVPD basis.

Summary:
HOMO-LUMO gap   9.3276 eV
Calculated total energy   -29882.524 eV
Lowest unoccupied orbital energy   0.101 eV
Energy relative to the best compared isomer or geometry (same formula, charge and spin)   0.0 kJ/mol
Multiplicity   1
SMILES   CN1C(=O)C(=CN[C@H](CC(N)=O)C(=O)O)C(=O)N(C)C1=O

Each line ends with the natural charge from an NBO analysis.
Atoms and positions in Å:
C: 4.0500 0.9587 -0.9839  -0.416
N: 2.8279 0.1732 -1.0210  -0.453
C: 1.6424 0.7630 -0.6538  0.684
O: 1.6005 1.9462 -0.3241  -0.655
C: 0.4762 -0.0945 -0.6806  -0.395
C: -0.7215 0.3391 -0.1742  0.208
N: -0.9457 1.5882 0.2420  -0.594
C: -2.0469 1.9311 1.1123  -0.153
C: -1.8411 1.4328 2.5557  -0.511
C: -1.4845 -0.0538 2.5808  0.663
N: -2.5464 -0.8782 2.6060  -0.821
O: -0.3359 -0.4399 2.5726  -0.613
C: -3.3817 1.4325 0.5246  0.790
O: -4.2682 0.9910 1.1974  -0.580
O: -3.4953 1.5705 -0.7923  -0.655
C: 0.5586 -1.4749 -1.1356  0.691
O: -0.3957 -2.2202 -1.2247  -0.610
N: 1.8286 -1.9085 -1.4782  -0.462
C: 1.9497 -3.2909 -1.9106  -0.416
C: 2.9736 -1.1439 -1.4272  0.809
O: 4.0591 -1.5788 -1.7330  -0.607
H: 3.7857 1.9688 -0.6816  0.240
H: 4.5132 0.9632 -1.9699  0.216
H: 4.7478 0.5198 -0.2715  0.215
H: -1.5428 -0.3695 -0.1549  0.235
H: -0.0809 2.1442 0.2846  0.458
H: -2.1213 3.0282 1.1339  0.242
H: -2.7521 1.6163 3.1240  0.242
H: -1.0108 1.9801 3.0027  0.244
H: -2.3856 -1.8719 2.5653  0.408
H: -3.4860 -0.5307 2.4981  0.421
H: -2.6822 1.8963 -1.2090  0.504
H: 2.9909 -3.4801 -2.1572  0.243
H: 1.6217 -3.9521 -1.1090  0.214
H: 1.3139 -3.4549 -2.7802  0.214


No. 4
An isolated ion of composition CH2N5 and charge +1 in a non-equilibrium geometry. Source: the OMol25 dataset; level of theory: the ωB97M-V functional and the def2-TZVPD basis.

Summary:
HOMO-LUMO gap (spin up / spin down)   6.6492 / 7.5776 eV
Calculated total energy   -8503.467 eV
Lowest unoccupied orbital energy (spin up / spin down)   -8.211 / -9.662 eV
Energy relative to the best compared isomer or geometry (same formula, charge and spin)   433.5 kJ/mol
Multiplicity   3
<S²>   2.031
Charge   +1

Each line ends with the natural charge from an NBO analysis.
Atoms and positions in Å:
C: -1.4573 -0.0795 -0.0547  0.308
N: -2.4954 -0.5436 0.0023  -0.105
N: 1.2320 -1.2717 0.2542  -0.045
N: -0.2451 1.7806 0.0391  -0.152
N: 0.7379 -0.4024 -0.4180  0.204
N: -0.2311 0.4902 -0.0155  -0.078
H: 1.8087 -2.1410 -0.1385  0.495
H: 0.6503 2.1674 0.3311  0.372


No. 5
C22H21IN2ORhS as an isolated structure. Source: the OMol25 dataset; level of theory: the ωB97M-V functional and the def2-TZVPD basis.

Summary:
HOMO-LUMO gap   6.7369 eV
Calculated total energy   -50120.670 eV
Lowest unoccupied orbital energy   -4.595 eV
Energy relative to the best compared isomer or geometry (same formula, charge and spin)   0.0 kJ/mol
Multiplicity   1
Charge   +1

Each line ends with the natural charge from an NBO analysis.
Atoms and positions in Å:
Rh: -0.6090 0.3788 1.6618  0.671
C: -2.1336 -4.6186 -0.0158  -0.621
C: -2.0649 -3.5935 -1.1378  -0.221
N: -0.7336 -2.9950 -1.2919  -0.354
C: 0.2191 -3.6738 -2.1915  -0.212
C: 1.2446 -4.5171 -1.4507  -0.621
C: -0.3576 -1.9104 -0.6248  0.351
S: -1.5360 -1.2129 0.4535  0.027
N: 0.8799 -1.4726 -0.8753  -0.623
C: 1.4964 -0.4883 -0.2724  0.659
O: 1.0903 0.2229 0.7195  -0.636
C: 2.8557 -0.1438 -0.7511  -0.086
C: 3.5555 0.9156 -0.1758  -0.181
C: 4.8241 1.2319 -0.6293  -0.211
C: 5.4006 0.4953 -1.6548  -0.163
C: 4.7077 -0.5613 -2.2307  -0.213
C: 3.4390 -0.8820 -1.7816  -0.175
H: -3.1521 -4.9949 0.0748  0.233
H: -1.8491 -4.1764 0.9388  0.218
H: -1.4789 -5.4657 -0.2147  0.216
H: -2.7905 -2.7949 -0.9841  0.220
H: -2.3113 -4.0537 -2.0936  0.219
H: 0.7103 -2.9148 -2.7961  0.228
H: -0.3830 -4.2928 -2.8544  0.210
H: 1.8330 -3.9027 -0.7711  0.223
H: 1.9237 -4.9750 -2.1701  0.230
H: 0.7719 -5.3163 -0.8818  0.212
H: 3.1048 1.4880 0.6220  0.230
H: 5.3655 2.0547 -0.1826  0.226
H: 6.3929 0.7447 -2.0064  0.226
H: 5.1575 -1.1345 -3.0299  0.226
H: 2.8904 -1.7026 -2.2204  0.229
I: -0.9826 1.1938 4.1460  0.368
C: -1.8637 2.9607 3.4518  -0.146
C: -2.3443 3.9057 4.3052  -0.219
C: -2.9290 5.0692 3.7657  -0.203
C: -3.0050 5.2358 2.4135  -0.136
C: -2.5041 4.2571 1.5200  -0.085
C: -2.5788 4.4306 0.1213  -0.136
C: -2.0873 3.4780 -0.7271  -0.205
C: -1.5030 2.3088 -0.2130  -0.224
C: -1.4171 2.0889 1.1454  -0.078
C: -1.9148 3.0773 2.0444  -0.069
H: -2.2842 3.7778 5.3776  0.238
H: -3.3161 5.8242 4.4352  0.237
H: -3.4553 6.1289 1.9996  0.229
H: -3.0288 5.3349 -0.2679  0.228
H: -2.1404 3.6181 -1.7981  0.233
H: -1.1092 1.5723 -0.9013  0.229